1.
Computed, not measured: a cluster of 10 separate species, C28H79N11O13 in total, with ωB97M-V/def2-TZVPD.

Structure (ORCA input):
```
! RIJCOSX wB97M-V def2-TZVPD def2/J DEFGRID3
* xyz 0 1
C 0.25 -4.16 -3.43
O -0.08 -2.91 -3.84
C -1.46 -2.72 -3.77
C -1.81 -1.24 -3.63
N -1.21 -0.43 -4.77
C -1.56 0.98 -4.68
C -1.14 1.84 -3.47
O 0.29 2.07 -3.47
C 0.66 2.99 -2.45
H -0.40 -4.88 -4.00
H 0.12 -4.37 -2.35
H 1.33 -4.36 -3.68
H -1.86 -3.29 -2.92
H -1.95 -3.17 -4.62
H -1.53 -0.93 -2.65
H -2.91 -1.22 -3.75
H -0.18 -0.54 -4.80
H -2.61 1.07 -4.84
H -1.14 1.47 -5.57
H -1.35 1.30 -2.59
H -1.71 2.79 -3.50
H -0.12 3.82 -2.39
H 1.61 3.49 -2.65
H 0.58 2.58 -1.48
C 1.97 3.81 4.31
O 1.03 4.46 3.47
C 0.06 3.56 2.96
C -0.66 4.24 1.86
N -1.49 5.35 2.29
C -2.02 6.06 1.09
C -2.95 7.16 1.51
O -2.21 8.20 2.09
C -2.95 9.09 2.90
H 2.81 3.34 3.79
H 1.50 3.03 4.89
H 2.29 4.54 5.06
H -0.66 3.20 3.73
H 0.57 2.67 2.54
H -1.29 3.47 1.45
H 0.01 4.57 1.06
H -0.88 6.00 2.70
H -2.57 5.33 0.50
H -1.27 6.49 0.41
H -3.69 6.75 2.27
H -3.54 7.50 0.65
H -2.23 9.63 3.49
H -3.56 8.52 3.54
H -3.56 9.90 2.33
C -0.57 -7.53 0.25
O -1.60 -6.68 0.77
C -1.88 -5.55 -0.05
C -3.05 -4.84 0.54
N -2.84 -4.34 1.91
C -3.55 -5.16 2.92
C -2.82 -5.38 4.24
O -2.23 -4.18 4.82
C -3.09 -3.34 5.55
H -0.33 -8.38 0.88
H 0.36 -6.93 0.16
H -0.89 -7.89 -0.71
H -2.23 -5.90 -1.02
H -1.02 -4.97 -0.17
H -3.90 -5.46 0.42
H -3.29 -4.00 -0.11
H -3.16 -3.37 2.00
H -3.74 -6.21 2.49
H -4.58 -4.76 3.12
H -1.93 -6.00 4.00
H -3.35 -5.91 5.05
H -3.82 -2.78 4.93
H -2.46 -2.63 6.05
H -3.62 -3.90 6.32
C 4.34 4.02 0.87
C 3.30 3.41 -0.03
O 2.96 2.15 0.50
H 4.10 3.94 1.93
H 4.51 5.07 0.71
H 5.23 3.41 0.72
H 3.67 3.35 -1.05
H 2.35 3.95 -0.01
H 3.65 1.50 0.30
C 3.24 0.14 -6.65
C 2.30 1.01 -5.80
O 2.19 0.24 -4.54
H 4.25 0.21 -6.22
H 3.25 0.41 -7.68
H 2.93 -0.92 -6.47
H 1.35 1.05 -6.28
H 2.75 1.95 -5.65
H 1.60 0.80 -4.02
C -4.15 0.82 -0.62
C -3.79 -0.26 0.48
O -3.46 -1.59 -0.07
H -4.62 1.72 -0.23
H -4.82 0.34 -1.35
H -3.31 1.22 -1.14
H -4.68 -0.42 1.09
H -3.06 0.12 1.21
H -2.55 -1.56 -0.41
C 4.67 -0.45 -2.10
O 3.78 0.23 -1.62
N 5.71 -1.06 -1.35
N 4.72 -0.79 -3.43
H 6.58 -0.91 -1.80
H 5.78 -0.77 -0.37
H 5.25 -1.58 -3.75
H 3.88 -0.55 -3.91
C 4.47 -0.62 1.98
O 5.57 -0.25 1.59
N 3.48 -0.97 1.08
N 4.08 -0.69 3.27
H 2.60 -1.34 1.54
H 3.78 -1.12 0.12
H 3.09 -0.89 3.56
H 4.75 -0.28 3.92
C 0.55 -2.34 3.14
O 1.28 -1.36 2.94
N -0.31 -2.71 2.23
N 0.69 -3.08 4.29
H -0.44 -2.00 1.44
H -0.89 -3.54 2.27
H -0.09 -3.74 4.49
H 1.07 -2.62 5.10
C 0.31 -0.69 -0.47
O -0.66 -1.40 -0.26
N 1.00 -0.83 -1.57
N 0.56 0.36 0.37
H 0.80 -1.65 -2.14
H 1.96 -0.43 -1.66
H 0.01 0.16 1.23
H 1.46 0.84 0.36
*
```

SMILES string: COCCNCCOC.COCCNCCOC.COCCNCCOC.NC(N)=O.NC(N)=O.NC(N)=O.NC(N)=O.CCO.CCO.CCO
Calculated total energy (a.u.): -2694.684168


2.
Computed, not measured: a cluster of 9 separate species, C28H79N5O9 in total, with ωB97M-V/def2-TZVPD.

Structure (ORCA input):
```
! RIJCOSX wB97M-V def2-TZVPD def2/J DEFGRID3
* xyz 1 2
C 0.22 4.09 -1.06
C 1.19 3.98 0.16
C 1.78 5.32 0.67
O 2.56 5.87 -0.41
C 3.09 7.16 -0.21
N 0.57 3.21 1.17
H -0.63 4.73 -0.83
H -0.11 3.18 -1.56
H 0.80 4.59 -1.84
H 2.12 3.49 -0.12
H 2.44 5.26 1.54
H 0.94 5.97 0.90
H 3.60 7.44 -1.13
H 3.93 7.22 0.48
H 2.31 7.89 -0.02
H -0.26 3.73 1.41
H 1.12 3.31 2.01
C -9.25 -3.49 -2.86
C -8.25 -2.35 -2.78
C -6.78 -2.72 -2.71
O -6.06 -1.47 -2.53
C -4.66 -1.78 -2.48
N -8.57 -1.65 -3.93
H -8.94 -4.33 -3.47
H -10.19 -3.15 -3.28
H -9.58 -3.88 -1.89
H -8.52 -1.75 -1.91
H -6.40 -3.25 -3.58
H -6.60 -3.31 -1.81
H -4.39 -2.52 -1.74
H -4.07 -0.88 -2.31
H -4.33 -2.20 -3.43
H -8.02 -0.81 -3.83
H -8.19 -2.03 -4.79
C -4.02 -2.14 1.52
C -4.30 -1.90 3.02
C -3.04 -1.86 3.83
O -2.18 -0.69 3.38
C -1.13 -0.42 4.29
N -4.98 -0.67 3.20
H -4.95 -2.18 0.95
H -3.34 -2.97 1.38
H -3.56 -1.26 1.07
H -4.88 -2.76 3.37
H -2.44 -2.76 3.75
H -3.25 -1.75 4.90
H -0.56 0.46 3.99
H -0.50 -1.31 4.42
H -1.56 -0.16 5.26
H -5.11 -0.63 4.20
H -4.29 0.05 3.03
C 0.72 -3.11 -3.67
C 1.77 -4.20 -3.51
C 3.18 -3.56 -3.53
O 4.19 -4.53 -3.60
C 4.15 -5.41 -4.74
N 1.51 -4.92 -2.36
H 0.87 -2.43 -2.84
H -0.33 -3.42 -3.69
H 0.94 -2.51 -4.56
H 1.62 -4.99 -4.24
H 3.36 -2.91 -2.67
H 3.27 -2.89 -4.38
H 3.33 -6.12 -4.77
H 5.08 -5.97 -4.63
H 4.11 -4.85 -5.68
H 2.35 -5.28 -1.91
H 1.04 -4.27 -1.75
C 7.49 2.06 2.08
C 6.44 2.29 0.99
C 4.97 2.63 1.50
O 4.56 1.41 1.96
C 3.40 1.40 2.77
N 6.95 3.43 0.22
H 7.13 1.23 2.69
H 7.68 2.90 2.76
H 8.42 1.67 1.68
H 6.52 1.42 0.34
H 4.33 2.97 0.68
H 5.07 3.44 2.23
H 3.04 0.41 3.06
H 2.60 1.84 2.17
H 3.47 2.02 3.67
H 6.16 3.76 -0.31
H 7.07 4.17 0.89
C 1.77 -2.38 2.16
C 0.41 -2.93 1.77
O 0.23 -4.17 2.47
H 1.85 -2.28 3.24
H 1.92 -1.41 1.69
H 2.56 -3.05 1.81
H 0.36 -3.27 0.74
H -0.37 -2.19 1.94
H 0.73 -4.86 2.02
C -3.05 2.56 2.16
C -2.34 3.05 3.42
O -1.56 4.22 3.17
H -3.74 3.29 1.75
H -3.49 1.57 2.23
H -2.27 2.43 1.41
H -1.72 2.22 3.76
H -3.07 3.38 4.16
H -2.17 4.96 3.11
C 4.14 1.44 -2.08
C 4.10 0.03 -1.42
O 2.84 -0.46 -1.74
H 3.89 1.41 -3.14
H 5.15 1.83 -2.00
H 3.43 2.09 -1.57
H 4.33 0.11 -0.35
H 4.87 -0.65 -1.77
H 2.23 -0.10 -1.10
C -1.52 0.52 -0.59
C -0.28 -0.07 0.03
O 0.89 0.73 -0.23
H -1.49 0.59 -1.68
H -1.63 1.55 -0.27
H -2.35 -0.11 -0.26
H -0.09 -1.05 -0.39
H -0.49 -0.20 1.09
H 0.73 1.57 0.21
*
```

Calculated total energy (a.u.): -2064.620564
Expectation value of S²: 0.755
ΔE to the lowest compared entry with this formula, charge and spin (eV): 0.000